--- a ---
One molecule with the formula C4H4N2O. Source: the Open Molecules 2025 dataset; level of theory: ωB97M-V with the def2-TZVPD basis set.

ORCA input file:
```
! RIJCOSX wB97M-V def2-TZVPD def2/J DEFGRID3
* xyz 0 1
N 2.372 0.142 0.022
C 1.414 -0.647 0.025
C 0.652 -1.789 0.037
N -0.148 -0.731 0.009
C -1.305 -0.115 -0.015
C -1.234 1.337 -0.040
O -0.186 1.964 -0.040
H 2.091 1.121 0.002
H 0.581 -2.863 0.056
H -2.256 -0.649 -0.016
H -2.206 1.867 -0.059
*
```

Results
Lowest unoccupied orbital energy ... -0.139 eV


--- b ---
One molecule with the formula C4H4N2O. Source: the Open Molecules 2025 dataset; level of theory: ωB97M-V with the def2-TZVPD basis set.

ORCA input file:
```
! RIJCOSX wB97M-V def2-TZVPD def2/J DEFGRID3
* xyz 0 1
O -1.274 -2.248 -0.675
C -0.722 -1.164 -0.547
C -0.183 -0.734 0.752
C 0.481 0.532 0.904
N 0.596 1.407 -0.181
C 0.081 0.934 -1.298
N -0.542 -0.232 -1.545
H -0.233 -1.439 1.578
H 1.477 0.290 1.351
H 0.151 1.061 1.823
H 0.166 1.592 -2.164
*
```

Results
Lowest unoccupied orbital energy (alpha / beta) ... -1.883 / -2.598 eV


--- c ---
One molecule with the formula C4H4N2O. Source: the Open Molecules 2025 dataset; level of theory: ωB97M-V with the def2-TZVPD basis set.

ORCA input file:
```
! RIJCOSX wB97M-V def2-TZVPD def2/J DEFGRID3
* xyz 0 1
N 2.449 0.078 -0.224
C 1.402 -0.504 0.016
C 0.281 -1.194 0.145
C -1.078 -0.647 0.165
C -1.443 0.633 0.241
N -0.488 1.718 0.396
O -0.071 2.144 -0.652
H 2.948 0.472 0.571
H 0.400 -2.267 0.265
H -1.872 -1.389 0.127
H -2.478 0.960 0.298
*
```

Results
Lowest unoccupied orbital energy (alpha / beta) ... -0.241 / -0.241 eV


--- d ---
A 2-piece molecular cluster, C4H4N2O overall. Source: the Open Molecules 2025 dataset; level of theory: ωB97M-V with the def2-TZVPD basis set.

ORCA input file:
```
! RIJCOSX wB97M-V def2-TZVPD def2/J DEFGRID3
* xyz 0 1
C -2.272 0.874 0.333
C -1.698 0.087 -0.381
C 1.031 0.692 -0.273
C 1.289 -0.612 0.447
N 1.550 -1.786 -0.394
N 0.484 -1.768 0.159
O 1.179 1.781 0.143
H -3.113 1.289 0.920
H -1.013 -0.445 -1.028
H 0.633 0.401 -1.328
H 1.929 -0.513 1.400
*
```

Results
Lowest unoccupied orbital energy ... -0.221 eV


Most favorable structure: b. The second most favorable one is 0.0263 hartree above it.


--- a ---
One molecule with the formula C4H4N2O. Source: the Open Molecules 2025 dataset; level of theory: ωB97M-V with the def2-TZVPD basis set.

ORCA input file:
```
! RIJCOSX wB97M-V def2-TZVPD def2/J DEFGRID3
* xyz 0 1
O 0.886 -0.173 -2.299
C 1.357 -0.584 -1.262
C 0.650 -0.769 -0.028
C -0.088 -1.275 0.911
N -1.183 -0.483 0.693
C -1.180 0.878 0.563
N -0.271 1.543 -0.039
H 2.426 -0.867 -1.163
H -0.082 -2.138 1.572
H -2.083 1.322 0.998
H -0.431 2.545 0.054
*
```

Results
Lowest unoccupied orbital energy (alpha / beta) ... -0.521 / -0.521 eV


--- b ---
One molecule with the formula C4H4N2O. Source: the Open Molecules 2025 dataset; level of theory: ωB97M-V with the def2-TZVPD basis set.

ORCA input file:
```
! RIJCOSX wB97M-V def2-TZVPD def2/J DEFGRID3
* xyz 0 1
N 2.341 0.152 0.010
C 1.091 0.141 -0.070
C 0.121 -0.991 -0.040
N -0.805 -0.671 1.091
C -1.242 -0.512 -0.294
C -0.986 0.816 0.134
O 0.298 1.281 -0.016
H 2.666 1.115 0.122
H 0.369 -1.987 -0.393
H -2.142 -0.980 -0.657
H -1.710 1.638 0.114
*
```

Results
Lowest unoccupied orbital energy ... 0.861 eV


--- c ---
C4H4N2O as an isolated structure. Source: the Open Molecules 2025 dataset; level of theory: ωB97M-V with the def2-TZVPD basis set.

ORCA input file:
```
! RIJCOSX wB97M-V def2-TZVPD def2/J DEFGRID3
* xyz 0 1
C 2.190 -0.490 -0.077
C -0.799 1.437 -0.073
C -1.771 0.356 -0.041
C -2.307 -0.867 0.161
H 2.373 -1.479 -0.251
H 0.152 -0.836 -0.029
H -1.257 2.397 0.823
H -2.943 -1.822 0.043
N 0.750 -0.112 -0.494
N 0.400 1.141 -0.323
O 3.212 0.275 0.260
*
```

Results
Lowest unoccupied orbital energy ... -0.579 eV


Most favorable structure: b. The second most favorable one is 0.0560 hartree above it.